The following is a DFT calculation (wB97M-V/def2-TZVPD) of 10 unconnected molecules or ions with the total composition C20H60O20 in a non-equilibrium geometry.

XYZ file:
```
100
Properties=species:S:1:pos:R:3:lowdin_charge:R:1
C 2.14 -1.21 -5.61 -0.1997
C 2.14 -0.11 -4.55 -0.1897
O 3.35 -0.09 -3.73 -0.0959
O 3.06 -0.89 -6.69 -0.0802
H 1.17 -1.09 -6.09 0.0995
H 2.29 -2.24 -5.30 0.1271
H 1.47 -0.29 -3.71 0.0823
H 1.86 0.92 -4.79 0.1278
H 4.14 -0.14 -4.26 0.0800
H 3.29 -1.70 -7.17 0.0770
C 3.82 0.02 2.32 -0.2126
C 3.83 1.04 3.50 -0.2698
O 5.04 0.97 4.14 -0.0490
O 4.43 0.59 1.16 -0.0616
H 2.74 -0.11 2.20 0.0881
H 4.31 -0.94 2.52 0.1153
H 3.09 0.81 4.27 0.1071
H 3.51 2.05 3.22 0.1168
H 5.70 0.85 3.46 0.0889
H 4.01 0.11 0.44 0.0592
C -0.20 3.56 -2.33 -0.2447
C -1.35 2.61 -2.42 -0.2506
O -2.57 3.31 -2.67 -0.0574
O 0.08 4.07 -3.61 -0.0541
H 0.78 3.23 -2.00 0.1242
H -0.43 4.36 -1.62 0.1112
H -1.52 1.89 -1.62 0.1045
H -1.24 1.91 -3.25 0.1039
H -3.18 2.56 -2.69 0.0826
H -0.62 4.69 -3.84 0.0858
C -0.95 0.44 5.61 -0.1959
C -0.82 1.04 4.18 -0.1064
O -0.67 2.54 4.23 -0.1106
O -2.32 0.19 6.00 -0.0915
H -0.51 1.06 6.39 0.1224
H -0.56 -0.58 5.54 0.1124
H -1.72 0.81 3.61 0.1232
H 0.04 0.54 3.72 0.1142
H -1.40 2.96 4.68 0.1161
H -2.45 0.03 6.94 0.0777
C -3.86 3.05 1.33 -0.2802
C -5.09 3.03 2.20 -0.2167
O -4.81 3.11 3.59 -0.1041
O -3.31 1.82 1.20 -0.0499
H -3.09 3.66 1.81 0.1149
H -4.05 3.55 0.38 0.1175
H -5.75 2.16 2.15 0.1267
H -5.52 4.03 2.21 0.1177
H -5.61 3.00 4.12 0.0786
H -2.35 1.89 1.22 0.0472
C -1.88 -5.06 1.43 -0.2417
C -1.90 -5.34 -0.05 -0.2516
O -1.04 -4.50 -0.78 -0.0574
O -2.44 -3.74 1.65 -0.0683
H -0.89 -5.23 1.84 0.1191
H -2.53 -5.78 1.92 0.1118
H -2.96 -5.11 -0.17 0.1118
H -1.82 -6.40 -0.31 0.1262
H -1.23 -3.59 -0.56 0.0714
H -2.06 -3.34 2.44 0.0797
C 0.13 5.27 2.67 -0.1795
C 0.22 4.30 1.52 -0.2764
O -0.42 3.10 1.73 -0.0688
O 1.08 4.77 3.69 -0.0922
H -0.83 5.33 3.18 0.1133
H 0.33 6.33 2.46 0.1188
H 1.25 4.22 1.17 0.1276
H -0.32 4.83 0.74 0.1038
H -0.37 2.91 2.67 0.0066
H 0.69 3.99 4.10 0.0320
C -1.77 -1.81 -4.07 -0.2172
C -2.24 -2.65 -5.38 -0.2631
O -3.05 -2.03 -6.27 -0.0445
O -0.98 -0.77 -4.46 -0.0768
H -1.17 -2.31 -3.31 0.1145
H -2.74 -1.51 -3.68 0.1147
H -2.54 -3.70 -5.26 0.1184
H -1.37 -2.81 -6.02 0.1009
H -2.75 -1.11 -6.32 0.0820
H -1.49 -0.03 -4.81 0.0882
C 2.30 -4.47 -0.38 -0.2886
C 3.66 -3.64 -0.32 -0.1835
O 3.75 -3.32 1.06 -0.0705
O 2.25 -5.58 0.41 -0.0616
H 1.95 -4.91 -1.31 0.1147
H 1.44 -3.84 -0.12 0.0915
H 3.49 -2.82 -1.01 0.1117
H 4.33 -4.46 -0.58 0.1106
H 4.03 -4.11 1.53 0.0858
H 2.97 -6.18 0.23 0.0904
C 0.15 -0.28 0.62 -0.1689
C 0.55 -0.08 -0.90 -0.2062
O 1.90 -0.50 -1.00 -0.0616
O 0.36 -1.68 1.09 -0.0725
H -0.87 0.06 0.77 0.1014
H 0.67 0.49 1.19 0.0873
H 0.46 0.96 -1.21 0.0918
H -0.14 -0.64 -1.54 0.1036
H 2.23 -0.41 -1.90 0.0420
H 1.29 -1.88 1.21 0.0506
```

Output
Lowest unoccupied orbital energy in eV: 0.150
Kohn-Sham gap in eV: 9.8
HOMO level in eV: -9.6
SMILES string: OCCO.OCCO.OCCO.OCCO.OCCO.OCCO.OCCO.OCCO.OCCO.OCCO
Maximum force in eV Å⁻¹: 4.64

The following is a DFT calculation (wB97M-V/def2-TZVPD) of a molecular structure, C11H23BrCrNO2P2 in a non-equilibrium geometry.

XYZ file:
```
41
Properties=species:S:1:pos:R:3:lowdin_charge:R:1
Cr -0.02 0.49 0.83 0.0432
P 1.98 -0.73 1.30 0.7799
C 2.29 -0.88 -0.51 -0.2659
C 1.04 -1.42 -1.18 -0.3028
N -0.13 -0.90 -0.74 -0.0050
C -1.30 -1.34 -1.25 -0.2903
C -1.33 -2.27 -2.27 -0.0060
C -0.14 -2.77 -2.78 -0.0106
C 1.07 -2.35 -2.22 0.0057
C -2.58 -0.78 -0.66 -0.2531
P -2.25 0.71 0.33 0.7569
H 2.04 -2.72 -2.55 0.1277
H -2.30 -2.58 -2.63 0.1280
H -0.15 -3.48 -3.61 0.1261
H -3.28 -0.51 -1.46 0.1054
H -3.08 -1.53 -0.02 0.1144
H 2.49 0.17 -0.86 0.0882
H 3.16 -1.53 -0.66 0.1034
H 1.00 3.01 -0.54 0.0238
O 1.49 2.14 -0.76 -0.1288
H 2.10 2.32 -1.50 0.0625
H -0.10 3.35 1.08 -0.0953
O -0.17 3.84 0.19 -0.1500
H -0.32 4.78 0.42 0.0959
C -2.33 2.04 -0.88 -0.2313
H -3.33 2.00 -1.32 0.0585
H -2.11 3.00 -0.41 0.0396
H -1.58 1.87 -1.66 0.0650
C -3.48 0.89 1.60 -0.2406
H -3.17 1.69 2.27 0.0443
H -4.43 1.15 1.13 0.0613
H -3.57 -0.05 2.16 0.0656
C 1.99 -2.40 1.97 -0.2377
H 2.96 -2.88 1.76 0.0614
H 1.85 -2.33 3.06 0.0634
H 1.18 -3.00 1.53 0.0553
C 3.42 0.14 1.93 -0.2425
H 3.20 0.45 2.96 0.0530
H 4.28 -0.53 1.92 0.0590
H 3.60 1.03 1.31 0.0600
Br 0.04 1.92 2.71 0.2124
```

Output
Lowest unoccupied orbital energy (spin up / spin down) in eV: -2.865 / -3.088
Kohn-Sham gap (spin up / spin down) in eV: 8.3 / 8.8
Spin multiplicity: 5
Charge: +1
HOMO level (spin up / spin down) in eV: -11.1 / -11.9
Maximum force in eV Å⁻¹: 1.51

The following is a DFT calculation (wB97M-V/def2-TZVPD) of a molecular structure, C25H56AlCl20NPS.

XYZ file:
```
105
Properties=species:S:1:pos:R:3:lowdin_charge:R:1
C -4.64 0.59 2.29 -0.1324
C -3.23 0.97 1.82 -0.2697
C -2.33 -0.27 1.70 -0.2901
C -0.85 -0.04 2.04 -0.4559
C -0.05 -1.24 1.50 -0.1826
Al -0.41 0.07 4.00 -0.0778
S -0.31 2.14 4.95 0.2861
P -1.93 -1.34 5.27 0.5040
N -2.71 -0.58 6.46 -0.4316
H -5.41 1.30 1.97 0.0105
H -4.91 -0.38 1.84 0.0756
H -4.63 0.47 3.37 0.0601
H -3.29 1.46 0.84 0.0500
H -2.77 1.67 2.53 0.0857
H -2.41 -0.63 0.66 0.0439
H -2.74 -1.05 2.35 0.0725
H -0.51 0.88 1.54 0.0530
H -0.29 -2.16 2.07 0.0621
H 1.03 -1.09 1.56 0.0506
H -0.32 -1.48 0.45 0.0523
H 1.10 -0.50 4.18 -0.0818
H -1.57 2.55 4.96 -0.3586
H -2.86 -2.01 4.45 -0.0870
H -1.25 -2.48 5.77 -0.1006
H -2.41 0.39 6.47 -0.1240
Cl -0.72 4.06 1.55 0.5687
C 0.57 3.56 0.43 -0.6941
C 0.12 3.57 -1.00 -0.6472
Cl -1.04 2.24 -1.30 0.5851
H 0.90 2.56 0.72 0.0328
H 1.39 4.25 0.56 0.0671
H 0.97 3.39 -1.66 0.0086
H -0.35 4.52 -1.26 0.0673
Cl 3.37 1.93 -0.64 0.5955
C 4.58 1.95 -1.95 -0.6974
C 4.66 3.29 -2.64 -0.6462
Cl 3.19 3.65 -3.58 0.5489
H 4.31 1.17 -2.66 -0.0437
H 5.54 1.71 -1.50 0.0758
H 5.49 3.27 -3.34 0.0673
H 4.80 4.10 -1.93 0.0678
Cl -3.84 3.53 5.45 0.5795
C -5.36 2.60 5.40 -0.6562
C -6.45 3.24 6.21 -0.6669
Cl -6.13 3.21 7.97 0.5230
H -5.13 1.59 5.75 0.0656
H -5.67 2.55 4.36 0.0593
H -7.38 2.70 6.05 0.0689
H -6.59 4.28 5.93 0.0616
Cl -1.93 -3.83 -2.90 0.5329
C -2.02 -2.41 -3.97 -0.6804
C -1.46 -1.17 -3.33 -0.6503
Cl -2.45 -0.59 -1.97 0.5850
H -3.07 -2.26 -4.24 0.0193
H -1.45 -2.64 -4.86 0.0666
H -1.42 -0.37 -4.07 0.0660
H -0.45 -1.33 -2.94 0.0292
Cl 4.42 -1.65 -0.84 0.5452
C 3.14 -2.65 -1.56 -0.6257
C 3.02 -2.40 -3.04 -0.6434
Cl 2.39 -0.77 -3.41 0.5606
H 2.21 -2.43 -1.04 0.0671
H 3.41 -3.69 -1.39 0.0777
H 2.32 -3.11 -3.48 0.0732
H 3.98 -2.49 -3.53 0.0375
Cl -5.54 2.37 -0.46 0.6100
C -4.64 2.56 -1.99 -0.6666
C -4.96 3.85 -2.69 -0.6546
Cl -6.63 3.89 -3.34 0.5101
H -4.87 1.70 -2.61 0.0565
H -3.59 2.54 -1.73 -0.0045
H -4.29 3.97 -3.54 0.0707
H -4.85 4.70 -2.03 0.0676
Cl 5.58 -0.19 -4.43 0.5998
C 6.77 -1.11 -5.38 -0.6411
C 6.52 -1.00 -6.86 -0.6630
Cl 5.01 -1.83 -7.34 0.5380
H 6.73 -2.14 -5.06 0.0690
H 7.76 -0.70 -5.15 0.0737
H 7.33 -1.47 -7.41 0.0708
H 6.43 0.04 -7.17 0.0664
Cl 7.99 -0.78 2.85 0.5165
C 6.23 -1.09 2.91 -0.6506
C 5.91 -2.54 3.10 -0.6980
Cl 6.33 -3.52 1.68 0.5166
H 5.80 -0.71 1.99 0.0537
H 5.83 -0.52 3.75 0.0658
H 4.84 -2.65 3.25 0.0165
H 6.44 -2.95 3.96 0.0638
Cl -3.13 -0.41 -6.98 0.5508
C -4.66 -1.20 -7.46 -0.6571
C -5.84 -0.70 -6.67 -0.6624
Cl -5.76 -1.21 -4.96 0.5622
H -4.53 -2.27 -7.34 0.0680
H -4.81 -0.97 -8.52 0.0703
H -6.75 -1.12 -7.08 0.0714
H -5.90 0.38 -6.69 0.0681
Cl 2.23 -4.21 3.68 0.5508
C 3.19 -4.56 5.14 -0.6686
C 3.02 -3.51 6.22 -0.6337
Cl 3.72 -1.95 5.73 0.5639
H 4.23 -4.63 4.83 0.0548
H 2.86 -5.52 5.52 0.0692
H 3.55 -3.84 7.12 0.0697
H 1.98 -3.34 6.47 0.0698
```

Output
Lowest unoccupied orbital energy in eV: 1.512
Kohn-Sham gap in eV: 6.0
Charge: -1
HOMO level in eV: -4.5
Maximum force in eV Å⁻¹: 0.98

The following is a DFT calculation (wB97M-V/def2-TZVPD) of a molecular structure, C4H7NO2.

XYZ file:
```
14
Properties=species:S:1:pos:R:3:lowdin_charge:R:1
O -1.05 -1.05 1.52 0.0599
C -0.81 -0.35 0.37 -0.3549
C -0.25 1.96 -0.38 0.0654
O 0.34 0.60 0.62 -0.1797
C 1.43 -0.03 0.02 -0.1928
N 1.20 -1.00 -0.75 0.1078
C -0.26 -1.12 -0.82 -0.1259
H -0.31 -1.65 1.68 0.1152
H -1.68 0.28 0.16 0.1357
H 0.74 2.39 -0.62 -0.0211
H -0.58 2.51 0.52 -0.0067
H 2.42 0.35 0.27 0.1465
H -0.60 -0.65 -1.75 0.1257
H -0.57 -2.17 -0.81 0.1248
```

Output
Lowest unoccupied orbital energy in eV: 0.666
Kohn-Sham gap in eV: 8.7
HOMO level in eV: -8.1
Maximum force in eV Å⁻¹: 0.54

The following is a DFT calculation (wB97M-V/def2-TZVPD) of a molecular structure, C15H28ILaOP2 in a non-equilibrium geometry.

XYZ file:
```
48
Properties=species:S:1:pos:R:3:lowdin_charge:R:1
C 0.04 -0.19 -6.16 -0.3628
I -0.30 -0.26 -3.97 0.8713
H 1.12 -0.07 -6.30 0.0159
H -0.52 0.65 -6.56 0.0256
H -0.32 -1.14 -6.56 0.0226
La 1.02 -0.13 -1.04 1.2055
P 0.07 2.54 -0.96 0.6694
C -1.38 3.56 -1.34 -0.2388
C 0.78 3.49 0.44 -0.2445
H 0.80 4.55 0.13 0.0629
H 1.24 4.17 -2.23 0.0656
H 1.80 3.15 0.66 0.0560
H 2.22 2.67 -2.19 0.0436
H -2.15 3.44 -0.58 0.0620
H 0.17 3.36 1.35 0.0402
C 1.20 3.08 -2.31 -0.2940
H -1.07 4.61 -1.38 0.0679
H 0.82 2.78 -3.30 0.0230
H -1.81 3.27 -2.31 0.0574
P 0.17 -2.85 -0.60 0.6832
C -1.31 -3.89 -0.83 -0.2425
C 1.28 -3.57 -1.87 -0.2824
H 1.86 -3.22 1.14 0.0511
H 0.92 -4.71 0.74 0.0617
H 0.20 -3.42 1.77 0.0603
C 0.86 -3.63 0.92 -0.2486
H 2.30 -3.13 -1.83 0.0456
H 1.34 -4.64 -1.64 0.0645
H -1.01 -4.95 -0.72 0.0683
H -1.75 -3.73 -1.82 0.0576
H 0.88 -3.42 -2.88 0.0364
H -2.06 -3.65 -0.07 0.0634
C -1.39 -0.19 -1.07 -0.3961
O -2.56 -0.21 -1.08 0.1304
C 0.52 0.03 1.67 -0.1894
C 0.08 0.28 3.02 -0.3124
C 0.49 -0.53 4.13 -0.0398
C -0.01 -0.32 5.41 -0.0693
C -0.89 0.75 5.67 -0.0577
C -1.28 1.58 4.61 -0.0719
C -0.83 1.34 3.31 -0.0539
H 1.61 -0.01 1.45 -0.0020
H -0.24 -0.44 0.99 -0.0482
H 1.18 -1.35 3.93 0.1060
H 0.30 -0.96 6.23 0.1125
H -1.25 0.92 6.69 0.1185
H -1.94 2.43 4.82 0.1153
H -1.18 1.97 2.49 0.0905
```

Output
Lowest unoccupied orbital energy (spin up / spin down) in eV: -7.793 / -7.803
Kohn-Sham gap (spin up / spin down) in eV: 5.0 / 4.8
Charge: +2
HOMO level (spin up / spin down) in eV: -12.8 / -12.6
Maximum force in eV Å⁻¹: 6.82

The following is a DFT calculation (wB97M-V/def2-TZVPD) of C5H10O2 in the gas phase.

XYZ file:
```
17
Properties=species:S:1:pos:R:3:lowdin_charge:R:1
C 2.55 -0.61 -0.26 -0.0754
C 1.17 -0.75 0.36 -0.2770
O 0.28 0.04 -0.40 -0.1429
C -1.06 0.09 0.06 -0.3690
C -1.42 1.42 0.72 -0.0233
C -1.95 -0.18 -1.15 -0.1901
O -3.09 0.18 -1.25 0.0612
H 2.87 0.44 -0.24 0.0789
H 3.29 -1.21 0.28 0.0767
H 2.54 -0.94 -1.30 0.0782
H 0.86 -1.81 0.35 0.1223
H 1.19 -0.42 1.41 0.1232
H -1.25 -0.73 0.77 0.1549
H -2.50 1.58 0.64 0.0790
H -1.13 1.45 1.77 0.0791
H -0.91 2.23 0.20 0.0908
H -1.45 -0.77 -1.95 0.1334
```

Output
Lowest unoccupied orbital energy in eV: 0.965
Kohn-Sham gap in eV: 10.7
HOMO level in eV: -9.7
SMILES string: CCO[C@@H](C)C=O
Maximum force in eV Å⁻¹: 0.54

The following is a DFT calculation (wB97M-V/def2-TZVPD) of 2 unconnected molecules or ions with the total composition CH5IP2 in a non-equilibrium geometry.

XYZ file:
```
9
Properties=species:S:1:pos:R:3:lowdin_charge:R:1
C 0.45 -0.56 -0.45 -1.4913
P -0.26 -0.15 1.25 0.6365
P 0.48 0.87 -1.65 0.6017
I -0.21 -2.37 -1.41 0.6084
H 2.08 -1.03 -0.03 0.1757
H -1.57 -0.18 0.83 -0.1340
H -0.47 -1.45 1.68 -0.1420
H -0.79 1.31 -1.62 -0.1617
H 0.68 2.16 -0.96 -0.0934
```

Output
Lowest unoccupied orbital energy in eV: -0.387
Kohn-Sham gap in eV: 9.0
HOMO level in eV: -9.4
Maximum force in eV Å⁻¹: 4.32

The following is a DFT calculation (wB97M-V/def2-TZVPD) of 18 unconnected molecules or ions with the total composition C35H52Cl51NO4S in a non-equilibrium geometry.

XYZ file:
```
144
Properties=species:S:1:pos:R:3:lowdin_charge:R:1
C 4.11 -4.78 -2.85 -0.1141
C 4.41 -3.35 -2.38 -0.2608
C 5.68 -2.76 -3.03 -0.1911
C 5.45 -1.55 -3.97 -0.1824
C 5.96 -0.19 -3.44 -0.1970
C 4.89 0.86 -3.06 -0.1907
C 3.55 0.29 -2.56 -0.2428
C 2.43 0.32 -3.61 -0.1875
C 1.03 0.27 -3.01 -0.1170
C 0.76 -1.03 -2.26 -0.2738
O 1.13 -0.89 -0.91 -0.1459
C 1.30 -2.10 -0.20 -0.0847
C -0.70 -1.52 -2.36 -0.3346
O -1.21 -1.35 -3.65 -0.0586
C -1.64 -2.53 -4.31 -0.1637
C -2.72 -2.15 -5.30 -0.1804
O -3.28 -3.32 -5.88 -0.1425
C -4.59 -3.59 -5.40 -0.2615
C -4.58 -4.14 -3.98 -0.1057
O -1.48 -0.82 -1.42 -0.0136
C -2.71 -1.43 -1.18 -0.2038
N -3.35 -0.70 -0.08 0.0411
C -2.91 -0.82 1.01 -0.7953
S -2.33 -0.95 2.45 0.7833
H 4.92 -5.46 -2.59 0.0727
H 3.90 -4.81 -3.92 0.0718
H 3.21 -5.16 -2.34 0.0626
H 4.56 -3.40 -1.29 0.1011
H 3.53 -2.73 -2.58 0.0704
H 6.14 -3.56 -3.62 0.1003
H 6.41 -2.51 -2.26 0.0874
H 6.02 -1.75 -4.88 0.1029
H 4.40 -1.49 -4.26 0.0883
H 6.64 -0.33 -2.59 0.0775
H 6.57 0.26 -4.22 0.0521
H 4.73 1.55 -3.88 0.1025
H 5.31 1.46 -2.24 0.0855
H 3.17 0.87 -1.72 0.0728
H 3.69 -0.73 -2.21 0.0711
H 2.53 1.23 -4.21 0.1141
H 2.52 -0.52 -4.32 0.0899
H 0.30 0.38 -3.82 0.1171
H 0.88 1.13 -2.34 0.1334
H 1.37 -1.82 -2.72 0.1471
H 2.29 -2.12 0.26 0.0557
H 1.21 -2.97 -0.85 0.0862
H 0.53 -2.18 0.58 0.0819
H -0.74 -2.59 -2.10 0.1156
H -0.80 -2.98 -4.85 0.0794
H -2.05 -3.26 -3.59 0.1033
H -3.49 -1.55 -4.80 0.1267
H -2.29 -1.53 -6.09 0.1167
H -5.21 -2.69 -5.45 0.1162
H -5.03 -4.32 -6.08 0.1205
H -4.35 -3.38 -3.24 0.0153
H -5.56 -4.56 -3.72 0.0739
H -3.85 -4.95 -3.89 0.0825
H -3.39 -1.38 -2.04 0.1118
H -2.60 -2.49 -0.88 0.0757
C 0.39 -2.56 -7.88 -1.5524
Cl 1.34 -2.80 -6.41 0.5454
Cl 0.11 -0.85 -8.17 0.5360
Cl 1.18 -3.32 -9.27 0.5416
H -0.57 -3.04 -7.74 0.0069
C -4.67 -2.25 4.83 -1.5598
Cl -5.00 -2.35 6.57 0.5264
Cl -5.21 -3.71 4.00 0.5259
Cl -5.39 -0.80 4.14 0.4816
H -3.60 -2.18 4.70 -0.0340
C -7.33 2.76 5.55 -1.5090
Cl -9.09 2.73 5.69 0.5619
Cl -6.59 1.45 6.45 0.4876
Cl -6.84 2.61 3.86 0.5237
H -6.98 3.71 5.94 0.0206
C 5.79 0.26 1.26 -1.5318
Cl 4.18 -0.01 0.61 0.6183
Cl 6.98 -0.74 0.44 0.5411
Cl 6.22 1.97 1.16 0.5323
H 5.78 -0.02 2.31 0.0098
C 8.32 3.24 -5.18 -1.5655
Cl 8.09 2.87 -3.48 0.5402
Cl 8.27 1.78 -6.16 0.5192
Cl 7.12 4.41 -5.74 0.5322
H 9.30 3.68 -5.30 -0.0513
C -6.65 6.14 2.10 -1.5472
Cl -5.98 6.01 0.48 0.5230
Cl -5.77 7.33 3.06 0.5371
Cl -8.37 6.54 2.03 0.5514
H -6.55 5.17 2.59 -0.0460
C -6.79 -2.31 -0.46 -1.5495
Cl -8.50 -2.65 -0.17 0.5485
Cl -5.77 -3.62 0.14 0.5050
Cl -6.49 -2.00 -2.17 0.5692
H -6.53 -1.42 0.09 -0.0828
C -2.83 0.63 9.50 -1.5362
Cl -4.28 1.00 8.58 0.5082
Cl -2.66 -1.11 9.72 0.5353
Cl -1.40 1.30 8.71 0.5281
H -2.92 1.08 10.48 0.0152
C -7.61 9.67 0.13 -1.5735
Cl -6.94 9.53 -1.49 0.5209
Cl -6.73 10.86 1.08 0.5201
Cl -9.33 10.07 0.06 0.5228
H -7.51 8.71 0.62 -0.0726
C -1.97 -5.22 0.93 -1.5281
Cl -3.65 -5.61 1.26 0.5063
Cl -0.88 -6.47 1.51 0.5559
Cl -1.75 -4.94 -0.81 0.5627
H -1.73 -4.29 1.45 0.0015
C -1.18 -3.90 11.95 -1.5730
Cl 0.27 -3.10 12.54 0.5199
Cl -0.82 -5.55 11.43 0.5302
Cl -2.45 -3.89 13.17 0.5268
H -1.53 -3.35 11.09 -0.0419
C 12.61 2.27 -5.16 -1.5307
Cl 11.54 3.11 -4.05 0.5493
Cl 12.43 0.53 -5.02 0.5387
Cl 12.31 2.80 -6.82 0.5101
H 13.63 2.53 -4.90 0.0120
C -10.72 -0.67 5.12 -1.5725
Cl -11.93 -0.94 6.38 0.5273
Cl -9.15 -1.30 5.61 0.5143
Cl -11.24 -1.38 3.59 0.5254
H -10.62 0.39 4.98 -0.0359
C 10.29 3.95 -10.42 -1.5504
Cl 9.42 3.05 -9.19 0.5059
Cl 12.04 3.75 -10.24 0.5092
Cl 9.77 3.48 -12.04 0.5290
H 10.07 5.00 -10.29 0.0119
C -4.66 2.01 0.00 -1.5126
Cl -5.72 0.80 0.72 0.5745
Cl -5.44 2.80 -1.36 0.5471
Cl -4.17 3.18 1.23 0.5315
H -3.77 1.51 -0.36 -0.0072
C 1.07 2.40 11.56 -1.5583
Cl 0.86 3.00 13.20 0.5393
Cl 2.69 2.77 10.96 0.5479
Cl 0.75 0.67 11.46 0.5118
H 0.36 2.91 10.92 -0.0033
C 5.21 5.61 10.51 -1.5732
Cl 6.83 4.96 10.75 0.5252
Cl 4.83 6.84 11.71 0.5259
Cl 5.03 6.25 8.87 0.5237
H 4.50 4.80 10.63 -0.0584
```

Output
Lowest unoccupied orbital energy in eV: -0.029
Kohn-Sham gap in eV: 9.7
HOMO level in eV: -9.7
Maximum force in eV Å⁻¹: 2.83